C4H10N2O | wB97M-V/def2-TZVPD

Last column: Mulliken charge in e.
CARTESIAN COORDINATES (ANGSTROEM)
C  -0.87242  0.23678  0.28959  -0.13
C  1.50303  1.18770  -0.91584  -0.36
C  0.44538  0.50570  -1.46646  -0.71
C  -1.83530  -0.88264  0.05373  -1.23
N  0.11984  0.15262  1.18639  0.59
N  0.62244  -1.15299  1.44956  -0.63
O  0.96484  1.12341  1.24181  -0.60
H  -1.24288  1.24716  0.19636  0.47
H  1.48649  -1.24010  0.91178  0.25
H  0.87434  -1.16092  2.43287  0.26
H  2.44160  0.69650  -0.70402  0.26
H  1.52373  2.26701  -0.89365  0.19
H  0.55573  -0.53921  -1.73322  0.29
H  -0.31323  1.04262  -2.02188  0.33
H  -1.32306  -1.83745  -0.04072  0.33
H  -2.39566  -0.68482  -0.86065  0.33
H  -2.55488  -0.96138  0.87435  0.34

## Properties
HOMO (spin up / spin down), eV: -8.628 / -8.629
2S+1: 1
Maximum force, eV/Å: 0.92
Energy, Ha: -343.0023
LUMO (spin up / spin down), Ha: 0.0389 / 0.0389
Structure (SMILES): C/C=[N+](\N)[O-].C=C
HOMO-LUMO gap (spin up / spin down), Eh: 0.356 / 0.356
Relative energy (zero: lowest compared OMol25 entry of this formula, charge and spin), kJ/mol: 522.9

***

C4H10N2O | wB97M-V/def2-TZVPD

Last column: Mulliken charge in e.
CARTESIAN COORDINATES (ANGSTROEM)
C  1.62708  0.52609  -0.68719  -0.95
N  0.61529  0.94532  0.26161  0.00
C  -0.55804  1.66034  -0.20757  -1.01
C  -0.02737  -0.23129  0.91866  -0.95
C  -0.93544  -1.10929  0.03778  0.64
N  -0.78406  -2.40887  0.20590  -0.37
O  -1.65832  -0.51379  -0.72090  -0.59
H  1.94800  1.58960  -0.95782  0.38
H  2.37476  -0.00458  -0.10736  0.33
H  1.38471  -0.01449  -1.61340  0.27
H  -1.59054  1.44279  0.21398  0.36
H  -0.60332  1.78593  -1.40517  0.25
H  -0.29316  2.66764  0.22081  0.37
H  -0.65749  0.22997  1.73157  0.36
H  0.75966  -0.79823  1.41056  0.43
H  -1.43901  -3.02733  -0.25199  0.26
H  -0.16275  -2.73981  0.95053  0.23

## Properties
HOMO, eV: -8.224
2S+1: 1
Maximum force, eV/Å: 5.00
Energy, Ha: -343.1054
LUMO, Ha: 0.0286
Structure (SMILES): CN(C)CC(N)=O
HOMO-LUMO gap, Eh: 0.331
Relative energy (zero: lowest compared OMol25 entry of this formula, charge and spin), kJ/mol: 252.1